Entry 1:
A 6-piece molecular cluster, C12H36O6 overall at a distorted geometry. Source: the OMol25 dataset; level of theory: the ωB97M-V functional and the def2-TZVPD basis.

Computed properties:
**Highest occupied orbital energy**: -0.3453 Eh
**Frontier orbital gap**: 9.8 eV
**Total charge**: 0
**LUMO level**: 0.416 eV
**SMILES**: CCO.CCO.CCO.CCO.CCO.CCO
**Strongest force on any atom**: 0.0529 Eh/bohr

Last columns: bonded neighbours and bond lengths (Å).
Positions of all 54 atoms, in Å:
1 C -1.91951 0.05632 4.43002  C2 1.522, H4 1.091, H5 1.094, H6 1.092
2 C -1.17569 -0.95461 5.29040  C1 1.522, O3 1.417, H7 1.088, H8 1.096
3 O -0.66607 -0.37396 6.47810  C2 1.417, H9 0.962
4 H -2.37044 -0.41736 3.55686  C1 1.091
5 H -1.21117 0.80559 4.06446  C1 1.094
6 H -2.67329 0.61251 4.99135  C1 1.092
7 H -0.37287 -1.37149 4.68580  C2 1.088
8 H -1.91984 -1.73193 5.49902  C2 1.096
9 H -1.43131 -0.07659 6.98018  O3 0.962
10 C 0.43257 -3.91506 -3.83556  C11 1.514, H13 1.090, H14 1.089, H15 1.095
11 C 0.28110 -3.21189 -2.50342  C10 1.514, O12 1.423, H16 1.094, H17 1.100
12 O 0.07456 -1.80656 -2.58622  C11 1.423, H18 0.980
13 H 1.39695 -3.76518 -4.32041  C10 1.090
14 H -0.38468 -3.73689 -4.53346  C10 1.089
15 H 0.37027 -4.98283 -3.60302  C10 1.095
16 H 1.06686 -3.49433 -1.79707  C11 1.094
17 H -0.60538 -3.62853 -2.00355  C11 1.100
18 H 0.50610 -1.45432 -1.78019  O12 0.980
19 C 4.65663 0.70414 1.14423  C20 1.517, H22 1.091, H23 1.091, H24 1.089
20 C 4.69681 0.45836 -0.35172  C19 1.517, O21 1.439, H25 1.093, H26 1.092
21 O 3.41190 0.63102 -0.97554  C20 1.439, H27 0.960
22 H 4.27443 -0.17260 1.66906  C19 1.091
23 H 3.99397 1.50683 1.47231  C19 1.091
24 H 5.64647 0.95461 1.52403  C19 1.089
25 H 5.14039 -0.52880 -0.50348  C20 1.093
26 H 5.36710 1.14146 -0.87775  C20 1.092
27 H 3.54726 0.93433 -1.87575  O21 0.960
28 C 0.80967 0.67880 1.38628  C29 1.564, H31 1.094, H32 1.084, H33 1.091
29 C 0.24308 -0.31993 0.32381  C28 1.564, O30 1.427, H34 1.093, H35 1.087
30 O 1.37399 -0.97581 -0.24869  C29 1.427, H36 0.982
31 H -0.03549 1.00361 2.00016  C28 1.094
32 H 1.38369 1.49349 0.95979  C28 1.084
33 H 1.38228 0.03357 2.05453  C28 1.091
34 H -0.32762 0.25540 -0.40984  C29 1.093
35 H -0.42267 -0.99432 0.85700  C29 1.087
36 H 2.11592 -0.35366 -0.41458  O30 0.982
37 C -0.54339 2.06526 -3.12889  C38 1.544, H40 1.087, H41 1.093, H42 1.093
38 C -1.35536 0.92615 -3.78127  C37 1.544, O39 1.424, H43 1.091, H44 1.090
39 O -2.09715 0.19965 -2.80741  C38 1.424, H45 0.969
40 H -1.17887 2.70405 -2.52121  C37 1.087
41 H -0.01404 2.63488 -3.89647  C37 1.093
42 H 0.27524 1.66590 -2.52468  C37 1.093
43 H -0.71381 0.22218 -4.31253  C38 1.091
44 H -2.00890 1.35662 -4.54028  C38 1.090
45 H -1.54933 -0.56824 -2.58481  O39 0.969
46 C -2.83471 2.23081 1.25070  C47 1.521, H49 1.089, H50 1.091, H51 1.092
47 C -3.38822 1.78444 -0.09401  C46 1.521, O48 1.457, H52 1.089, H53 1.089
48 O -3.03835 0.38691 -0.31101  C47 1.457, H54 0.984
49 H -3.58905 2.20659 2.03517  C46 1.089
50 H -2.33875 3.20081 1.19321  C46 1.091
51 H -2.03784 1.55936 1.57835  C46 1.092
52 H -2.88799 2.25506 -0.93872  C47 1.089
53 H -4.47495 1.84655 -0.08352  C47 1.089
54 H -2.88054 0.31963 -1.27979  O48 0.984

For each atom in turn, the Mulliken charge in e is:
1 C -0.84
2 C -0.40
3 O -0.52
4 H 0.28
5 H 0.21
6 H 0.43
7 H 0.28
8 H 0.27
9 H 0.32
10 C -1.22
11 C -0.23
12 O -0.54
13 H 0.30
14 H 0.31
15 H 0.37
16 H 0.31
17 H 0.29
18 H 0.38
19 C -1.07
20 C -0.25
21 O -0.49
22 H 0.26
23 H 0.28
24 H 0.36
25 H 0.26
26 H 0.40
27 H 0.25
28 C -0.92
29 C 0.27
30 O -0.61
31 H 0.08
32 H 0.30
33 H 0.25
34 H -0.07
35 H 0.33
36 H 0.28
37 C -0.67
38 C -0.32
39 O -0.55
40 H 0.20
41 H 0.39
42 H 0.01
43 H 0.26
44 H 0.33
45 H 0.34
46 C -0.62
47 C -0.03
48 O -0.59
49 H 0.30
50 H 0.36
51 H -0.13
52 H 0.00
53 H 0.32
54 H 0.50

Entry 2:
A 6-piece molecular cluster, C12H36O6 overall at a distorted geometry. Source: the OMol25 dataset; level of theory: the ωB97M-V functional and the def2-TZVPD basis.

Computed properties:
**Highest occupied orbital energy**: -0.3567 Eh
**Frontier orbital gap**: 10.2 eV
**Total charge**: 0
**LUMO level**: 0.512 eV
**SMILES**: CCO.CCO.CCO.CCO.CCO.CCO
**Strongest force on any atom**: 0.1552 Eh/bohr

Last columns: bonded neighbours and bond lengths (Å).
Positions of all 54 atoms, in Å:
1 C 0.32549 4.00093 1.20709  C2 1.509, H4 1.049, H5 1.012, H6 1.024
2 C 0.97608 2.99493 2.12433  C1 1.509, O3 1.414, H7 1.262, H8 1.099
3 O 2.29135 2.73294 1.67630  C2 1.414, H9 1.027
4 H 0.50170 3.82014 0.18848  C1 1.049
5 H 0.98828 4.76073 1.29078  C1 1.012
6 H -0.65640 4.18077 1.43486  C1 1.024
7 H 0.29161 1.94295 1.99523  C2 1.262
8 H 0.93629 3.38460 3.15079  C2 1.099
9 H 2.92095 2.89860 2.47018  O3 1.027
10 C 2.42765 -2.38441 -1.92548  C11 1.434, H13 1.156, H14 1.012, H15 1.165
11 C 1.18902 -3.10247 -1.99736  C10 1.434, O12 1.374, H16 1.063, H17 1.167
12 O 1.31908 -3.98462 -3.04287  C11 1.374, H18 1.014
13 H 2.61628 -1.92361 -2.96826  C10 1.156
14 H 3.19339 -2.99158 -1.66350  C10 1.012
15 H 2.82463 -1.43498 -1.37855  C10 1.165
16 H 0.26109 -2.58342 -1.99215  C11 1.063
17 H 0.96559 -3.81825 -1.10282  C11 1.167
18 H 0.40194 -4.27507 -3.36437  O12 1.014
19 C -5.63051 -1.50286 1.81152  C20 1.506, H22 1.129, H23 1.119, H24 1.085
20 C -5.96940 -0.50965 0.73142  C19 1.506, O21 1.426, H25 1.062, H26 1.113
21 O -5.07132 -0.58861 -0.37381  C20 1.426, H27 1.052
22 H -5.65673 -2.58449 1.48814  C19 1.129
23 H -6.29701 -1.34716 2.69620  C19 1.119
24 H -4.64194 -1.26722 2.19115  C19 1.085
25 H -6.15117 0.49814 1.01307  C20 1.062
26 H -6.94570 -0.79401 0.27975  C20 1.113
27 H -5.50532 -0.65516 -1.32946  O21 1.052
28 C 1.86512 2.13422 -2.73223  C29 1.558, H31 1.206, H32 1.085, H33 1.007
29 C 3.22511 2.82787 -2.42005  C28 1.558, O30 1.423, H34 1.017, H35 0.983
30 O 3.00372 3.44395 -1.15642  C29 1.423, H36 0.924
31 H 1.54408 2.14216 -3.89428  C28 1.206
32 H 1.10014 2.89191 -2.60068  C28 1.085
33 H 1.68097 1.34115 -2.14007  C28 1.007
34 H 3.55210 3.46620 -3.14106  C29 1.017
35 H 3.92415 2.15091 -2.28234  C29 0.983
36 H 2.93124 2.79773 -0.50006  O30 0.924
37 C -1.10307 0.02158 -0.64525  C38 1.479, H40 1.179, H41 1.206, H42 1.069
38 C -1.51195 -0.73064 0.56066  C37 1.479, O39 1.492, H43 1.004, H44 1.097
39 O -2.56580 -1.62244 -0.00545  C38 1.492, H45 0.897
40 H -1.91002 0.69329 -1.18128  C37 1.179
41 H -0.69584 -0.76901 -1.45979  C37 1.206
42 H -0.21444 0.53174 -0.33934  C37 1.069
43 H -1.87539 0.08296 1.02217  C38 1.004
44 H -0.61677 -1.05232 1.10663  C38 1.097
45 H -3.22694 -1.30599 -0.52192  O39 0.897
46 C 2.32582 -0.60149 1.99724  C47 1.571, H49 1.094, H50 1.068, H51 1.093
47 C 2.20347 -2.15033 1.76552  C46 1.571, O48 1.372, H52 1.126, H53 1.084
48 O 1.73250 -2.71782 2.92300  C47 1.372, H54 0.885
49 H 2.17860 -0.07315 1.05021  C46 1.094
50 H 3.31888 -0.43876 2.35421  C46 1.068
51 H 1.47732 -0.24131 2.58487  C46 1.093
52 H 3.19305 -2.58515 1.45107  C47 1.126
53 H 1.46230 -2.51081 1.06204  C47 1.084
54 H 1.09673 -3.19360 2.53193  O48 0.885

For each atom in turn, the Mulliken charge in e is:
1 C -1.57
2 C 0.21
3 O -0.47
4 H 0.37
5 H 0.48
6 H 0.42
7 H -0.13
8 H 0.44
9 H 0.28
10 C -0.94
11 C 0.15
12 O -0.54
13 H 0.28
14 H 0.40
15 H 0.17
16 H 0.07
17 H 0.14
18 H 0.33
19 C -0.85
20 C -0.28
21 O -0.55
22 H 0.24
23 H 0.33
24 H 0.19
25 H 0.32
26 H 0.27
27 H 0.30
28 C -0.67
29 C -0.51
30 O -0.51
31 H 0.36
32 H 0.28
33 H 0.05
34 H 0.43
35 H 0.32
36 H 0.21
37 C -0.44
38 C -0.09
39 O -0.55
40 H 0.31
41 H -0.04
42 H -0.04
43 H 0.36
44 H 0.16
45 H 0.28
46 C -0.72
47 C -0.09
48 O -0.52
49 H 0.02
50 H 0.48
51 H 0.24
52 H 0.34
53 H -0.06
54 H 0.33

> highest occupied orbital energy of number 2 (C12H36O6)?

-0.3567 Eh

> total charge of number 2 (C12H36O6)?

0

> Which of these has the highest LUMO level?

number 2

> total charge of number 1 (C12H36O6)?

0